Formula: C18H25N5
Source: OMol25
Level of theory: wB97M-V/def2-TZVPD

```
48
Properties=species:S:1:pos:R:3:forces:R:3:mulliken_charge:R:1
C -5.273772 -0.812324 -0.182437 -0.01 0.13 0.18 -1.10
C -4.825307 0.015197 1.016953 0.16 -0.13 -0.01 -0.72
C -3.304914 0.105678 1.143753 -0.15 0.15 -0.15 -0.07
C -2.663613 0.893506 -0.001840 -0.19 -0.01 0.21 -0.88
N -1.225984 1.068303 0.124346 0.01 0.01 0.23 0.03
C -0.352348 0.178558 -0.545766 0.21 0.14 0.05 -1.76
C 1.105653 0.684356 -0.527797 -0.01 -0.15 -0.33 -0.09
C 1.387822 1.649319 -1.682596 -0.13 0.18 0.27 -0.87
C 0.604073 2.950049 -1.566196 0.09 -0.11 -0.24 -1.34
C 2.042766 -0.543827 -0.561661 0.30 0.21 0.31 -0.41
C 2.996991 -0.607727 0.634637 0.13 0.14 -0.21 -1.19
C 4.028297 0.519574 0.612406 -0.08 -0.21 0.16 -0.18
C 4.988549 0.405147 1.789569 -0.09 0.11 -0.19 -1.46
C 1.099067 -1.780129 -0.626824 0.01 0.23 0.04 2.14
C 0.850390 -2.106638 -2.021302 -0.06 0.05 -0.10 -0.54
N 0.674925 -2.324094 -3.127909 -0.09 -0.09 -0.65 -0.60
C 1.603026 -2.973629 0.021072 0.08 -0.15 0.05 -0.15
N 1.962008 -3.929420 0.531826 0.23 -0.48 0.30 -0.55
C -0.232114 -1.307481 0.022789 0.14 0.42 -0.61 2.40
C -0.138130 -1.280475 1.462548 0.06 0.09 0.25 -0.69
N -0.080378 -1.196740 2.600746 0.05 0.07 0.51 -0.62
C -1.337117 -2.142983 -0.380520 -0.27 -0.21 -0.03 -0.67
N -2.204640 -2.798577 -0.732193 -0.39 -0.28 -0.17 -0.62
H -6.348232 -0.974116 -0.144937 -0.10 -0.04 -0.08 0.39
H -4.779028 -1.780812 -0.183023 0.02 -0.12 -0.06 0.26
H -5.042795 -0.308444 -1.117433 0.00 -0.01 -0.16 0.29
H -5.215188 -0.442696 1.928312 -0.05 0.09 0.02 0.35
H -5.242996 1.022312 0.946759 -0.06 0.04 0.09 0.34
H -3.053273 0.600007 2.086744 0.08 -0.03 0.02 0.37
H -2.896146 -0.906459 1.183004 0.01 0.03 0.07 0.04
H -3.108913 1.894950 -0.030680 -0.13 -0.12 -0.09 0.40
H -2.863478 0.406903 -0.958132 -0.03 0.06 -0.04 0.33
H -0.959527 1.234417 1.088318 0.11 0.01 -0.06 0.41
H -0.700222 0.074735 -1.582146 0.08 -0.11 0.11 0.84
H 1.251999 1.219348 0.416463 0.02 -0.04 0.04 0.56
H 2.456237 1.876777 -1.690100 0.04 -0.08 -0.06 0.44
H 1.147087 1.156747 -2.628427 0.09 -0.09 -0.02 0.44
H 0.832037 3.597942 -2.408554 0.01 0.12 -0.06 0.43
H -0.464184 2.757484 -1.551017 -0.06 0.10 0.01 0.27
H 0.868938 3.471894 -0.649700 -0.03 0.10 0.12 0.33
H 2.646315 -0.528857 -1.476570 -0.12 -0.06 0.11 0.80
H 2.430574 -0.566183 1.568689 0.02 -0.05 0.02 0.29
H 3.531753 -1.561418 0.617507 -0.03 0.02 0.06 0.60
H 3.526680 1.488190 0.651370 -0.02 0.08 -0.09 0.30
H 4.591792 0.472916 -0.322602 -0.03 0.07 -0.07 0.34
H 4.446390 0.461001 2.730672 -0.01 0.00 0.13 0.35
H 5.718281 1.210402 1.764120 0.10 0.04 0.07 0.42
H 5.520638 -0.542700 1.757752 0.08 -0.09 0.04 0.35
```
Forces are in eV/Å.

The total energy is -26520.774 eV. The highest occupied orbital energy is -9.509 eV. The net charge is 0. For the largest force on an atom, the calculation gives 0.75 eV Å⁻¹. As for the orbital gap: 10.16 eV. The value obtained for the LUMO energy is 0.65 eV. As for the spin multiplicity: 1. As for the SMILES: CCCCN[C@H]1[C@H](CC)[C@@H](CCC)C(C#N)(C#N)C1(C#N)C#N.